1.
Computed, not measured: C30H51InO6PS4Si as an isolated structure at a distorted geometry, with ωB97M-V/def2-TZVPD.

The geometry in XYZ format:
```
94
Properties=species:S:1:pos:R:3:mulliken_charge:R:1
In -0.95931 1.21636 0.43924 1.03
C 1.66385 -1.71261 -1.26935 -1.71
C 0.29228 -2.36493 -1.13848 1.46
C -0.00170 -3.22233 -2.36637 -1.53
C 0.23371 -3.24444 0.10930 -1.35
O -0.65524 -1.27428 -1.00446 -0.52
Si -2.25162 -1.31401 -1.38875 -0.67
S -2.77673 0.75166 -1.01393 -0.57
O -2.66338 -1.67235 -2.90282 0.52
C -2.71511 -1.00909 -4.18845 1.54
C -3.96689 -0.13871 -4.24480 -1.46
C -2.79056 -2.13352 -5.21274 -1.64
C -1.46896 -0.15417 -4.39620 -1.32
O -2.95887 -2.34063 -0.37153 0.88
C -4.31435 -2.82658 -0.26387 1.69
C -5.29831 -1.67340 -0.42020 -1.45
C -4.54698 -3.87806 -1.34321 -1.55
C -4.42551 -3.45031 1.12132 -1.73
H 2.43777 -2.47774 -1.31764 0.46
H 1.85255 -1.06777 -0.40735 0.19
H 1.71072 -1.10672 -2.17509 0.37
H 0.78487 -3.96743 -2.47740 0.64
H -0.03293 -2.61373 -3.26868 0.22
H -0.96090 -3.73277 -2.26407 0.26
H 0.84967 -4.13177 -0.03295 0.52
H -0.79512 -3.55000 0.29855 0.07
H 0.60565 -2.70119 0.97698 0.26
H -4.86134 -0.74903 -4.11385 0.30
H -4.02740 0.36592 -5.20860 0.48
H -3.93958 0.60980 -3.45554 0.25
H -3.69914 -2.71473 -5.05596 0.34
H -1.93300 -2.79757 -5.10365 0.34
H -2.80261 -1.72855 -6.22405 0.43
H -1.42193 0.62901 -3.63884 0.19
H -1.49407 0.30904 -5.38182 0.56
H -0.56848 -0.76519 -4.32540 0.24
H -5.24240 -1.26471 -1.43135 0.19
H -5.06109 -0.87305 0.28079 0.27
H -6.31457 -2.01935 -0.23615 0.51
H -4.42020 -3.43265 -2.32891 0.14
H -5.55606 -4.28070 -1.25841 0.50
H -3.83164 -4.69422 -1.23582 0.33
H -4.24503 -2.69797 1.88972 0.26
H -3.68560 -4.24293 1.23552 0.39
H -5.42004 -3.87280 1.26091 0.49
O -1.02949 -0.32907 2.00435 -0.22
S 0.13599 -0.96252 2.75895 0.05
C -0.66684 -2.30972 3.64026 0.98
C 0.11796 -3.22573 4.32227 -0.53
C -0.50472 -4.23157 5.04311 -0.74
C -1.89089 -4.30786 5.07809 -0.54
C -2.66078 -3.38846 4.38054 -0.72
C -2.04771 -2.38535 3.64503 -0.39
C 0.36472 0.04998 4.22934 0.58
C 1.63973 0.17307 4.75568 -0.33
C 1.82442 0.94516 5.89289 -0.73
C 0.74175 1.57726 6.48666 -0.43
C -0.53036 1.44185 5.94593 -0.85
C -0.72228 0.68635 4.80206 -0.44
H 1.19879 -3.15445 4.30061 0.43
H 0.09229 -4.95442 5.58151 0.45
H -2.36831 -5.09103 5.65098 0.43
H -3.74059 -3.44357 4.40718 0.47
H -2.62974 -1.67110 3.07855 0.46
H 2.47973 -0.31855 4.27978 0.46
H 2.81531 1.05311 6.31239 0.44
H 0.89145 2.17611 7.37532 0.45
H -1.38344 1.91177 6.41731 0.45
H -1.70579 0.59430 4.35748 0.37
C 0.69500 5.97544 4.34046 -1.30
C -0.36070 4.88912 4.24340 0.68
C -1.71770 5.43277 3.84144 -1.44
O 0.08468 3.79738 3.36904 0.01
P 0.17629 3.73587 1.80135 0.51
S 1.26697 2.05325 1.41212 -0.53
S -1.64301 3.66950 0.92758 -0.37
O 0.95145 5.05358 1.44804 -0.06
C 1.72966 5.50343 0.29339 0.54
C 3.16422 5.64015 0.77024 -1.29
C 1.61170 4.61143 -0.92855 -1.44
H 0.41039 6.67605 5.12473 0.49
H 0.78078 6.52210 3.40482 0.21
H 1.66433 5.53999 4.58209 0.32
H -0.43698 4.38519 5.20711 0.20
H -1.67609 5.90407 2.85960 0.30
H -2.03062 6.17979 4.57014 0.48
H -2.46602 4.64174 3.81560 0.32
H 1.31269 6.48441 0.06102 0.24
H 3.56926 4.66190 1.03243 0.26
H 3.20863 6.28039 1.65055 0.34
H 3.77619 6.08205 -0.01483 0.45
H 2.11466 3.66053 -0.76999 0.32
H 2.09277 5.11515 -1.76626 0.49
H 0.56722 4.43600 -1.19008 0.35
```

Results
LUMO energy (eV): -3.022
Kohn-Sham gap (eV): 8.5
Total charge: +1


2.
Computed, not measured: HN3S as an isolated structure at a distorted geometry, with ωB97M-V/def2-TZVPD.

The geometry in XYZ format:
```
5
Properties=species:S:1:pos:R:3:nbo_charge:R:1
N 0.95676 1.41192 -0.00254 -0.06
N 2.82480 0.64817 0.00843 -0.59
N 0.60482 0.13198 -0.02734 -0.59
S 1.97747 -0.72131 -0.00106 0.83
H -0.37781 -0.13507 0.00158 0.41
```

Results
LUMO energy (spin up / spin down) (eV): -0.977 / -0.970
Kohn-Sham gap (spin up / spin down) (eV): 7.7 / 7.7


3.
Computed, not measured: C5H6N as an isolated structure at a distorted geometry, with ωB97M-V/def2-TZVPD.

The geometry in XYZ format:
```
12
Properties=species:S:1:pos:R:3:nbo_charge:R:1
C -0.35349 0.78348 -1.28899 -0.07
C 0.92046 0.83980 -0.71701 0.18
C -0.62576 0.06961 1.02472 -0.40
C -0.77427 -0.37088 -0.45254 -0.04
C 0.81208 0.29075 0.66110 -0.11
N 0.75432 -0.63567 -0.36599 -0.39
H -0.63017 1.32962 -2.17906 0.27
H -1.35181 0.82991 1.26678 0.25
H -0.85747 -0.75913 1.72891 0.26
H -1.42445 -1.01259 -0.80931 0.24
H 1.73138 0.48415 1.30839 0.29
H 1.79919 -1.84903 -0.17699 0.52
```

Results
LUMO energy (spin up / spin down) (eV): -6.765 / -7.278
Kohn-Sham gap (spin up / spin down) (eV): 8.4 / 6.5
Total charge: +1


4.
Computed, not measured: a 2-piece molecular cluster, C12H20N2O5 overall, with ωB97M-V/def2-TZVPD.

The geometry in XYZ format:
```
39
Properties=species:S:1:pos:R:3:nbo_charge:R:1
N -3.22168 0.63444 -6.32998 -0.84
C -3.03619 -0.70036 -6.02726 0.88
O -3.86280 -1.53885 -6.17185 -0.56
O -1.75537 -1.03773 -5.65255 -0.51
C -1.35158 -0.37386 -4.49809 0.22
C -0.39217 0.62304 -4.54200 -0.22
C -0.07960 1.22533 -3.33611 -0.24
C -0.70770 0.84022 -2.16207 0.02
N -1.61869 -0.13625 -2.12227 -0.40
C -1.92059 -0.71418 -3.27800 -0.01
H -2.91789 1.26545 -5.59674 0.39
H -4.21810 0.76652 -6.45236 0.39
H 0.06908 0.90465 -5.47397 0.24
H 0.66641 2.00362 -3.29798 0.22
H -0.45495 1.32956 -1.23530 0.21
H -2.65870 -1.50540 -3.26897 0.21
C 3.17911 1.96788 3.37498 -0.25
O 2.73816 0.84119 2.64851 -0.55
C 3.17312 -0.41485 3.13368 -0.09
C 2.04871 -1.39525 3.41246 -0.08
O 1.12528 -1.04531 4.42686 -0.54
C 0.25557 0.05831 4.25047 -0.08
C -0.80412 -0.06758 3.17170 -0.09
O -0.28070 -0.18271 1.86447 -0.55
C -0.71259 -1.30690 1.11782 -0.26
H 4.08041 2.39290 2.92209 0.17
H 2.39025 2.72155 3.34423 0.18
H 3.37998 1.72712 4.42229 0.17
H 3.78252 -0.29425 4.03542 0.17
H 3.81135 -0.86811 2.36483 0.18
H 2.52965 -2.30480 3.78288 0.19
H 1.53549 -1.67829 2.49156 0.18
H 0.81578 0.98950 4.14651 0.17
H -0.28544 0.13497 5.19773 0.19
H -1.40566 0.84985 3.21115 0.18
H -1.46797 -0.90578 3.40598 0.17
H -1.03623 -2.12906 1.76156 0.17
H 0.12982 -1.65497 0.51634 0.18
H -1.52197 -1.02165 0.44199 0.19
```

Results
LUMO energy (eV): 0.595
Kohn-Sham gap (eV): 9.6
SMILES: NC(=O)Oc1cccnc1.COCCOCCOC


5.
Computed, not measured: C2H3N5O4S as an isolated structure at a distorted geometry, with ωB97M-V/def2-TZVPD.

The geometry in XYZ format:
```
15
Properties=species:S:1:pos:R:3:nbo_charge:R:1
C 2.75504 -1.13240 0.16729 0.31
C 1.13669 0.02784 0.17240 0.02
N 1.47390 -1.15737 0.60529 -0.48
N 3.23198 -0.07056 -0.42372 -0.23
N 2.18598 0.69972 -0.45098 -0.35
N -3.19456 0.50864 0.14093 -0.43
N -2.72606 -0.42285 -0.45585 0.58
O -3.19206 -1.20529 -1.19288 -0.37
O -1.29190 -0.46766 -0.28328 -0.61
O -0.71761 1.94841 0.04689 -0.90
O -0.63680 0.41114 1.95569 -0.88
S -0.44930 0.67147 0.56489 2.33
H 3.48330 -1.92897 0.25226 0.20
H 2.19404 1.57741 -0.98234 0.43
H -4.25265 0.54046 -0.11658 0.36
```

Results
LUMO energy (spin up / spin down) (eV): 0.469 / -4.078
Kohn-Sham gap (spin up / spin down) (eV): 6.9 / 7.1
<S²>: 2.01
Multiplicity: 3


6.
Computed, not measured: C41H40F5InNO7PSTe as an isolated structure, with ωB97M-V/def2-TZVPD.

The geometry in XYZ format:
```
98
Properties=species:S:1:pos:R:3:mulliken_charge:R:1
In 0.63045 -0.15151 1.26740 1.01
C 5.86987 3.00741 1.42223 -0.63
O 5.38391 3.90607 0.43865 -0.53
C 4.08028 3.74535 0.06111 0.68
C 3.68182 4.50619 -1.05152 -1.10
C 2.39859 4.35024 -1.51304 -1.13
C 1.46597 3.47610 -0.92775 1.51
C 0.18153 3.26808 -1.62787 1.31
C -0.33223 4.36997 -2.56148 -2.22
O -0.49469 2.25857 -1.53432 -0.40
C 1.84185 2.77300 0.25492 -0.84
O 1.01171 2.08597 0.95744 -0.47
C 3.18719 2.91792 0.70280 -0.28
H 6.93245 3.21695 1.52915 0.28
H 5.72892 1.97101 1.11308 0.17
H 5.37237 3.15340 2.38386 0.30
H 4.39570 5.16349 -1.53030 0.40
H 2.11118 4.89294 -2.40358 0.34
H -0.13146 5.37187 -2.18125 0.42
H -1.40551 4.22763 -2.67080 0.37
H 0.13200 4.26746 -3.54548 0.47
H 3.46625 2.32361 1.56203 0.22
O -2.18271 -0.24311 4.13598 -0.76
C -1.62370 0.48799 3.32731 0.32
O -0.35261 0.55684 3.10126 -0.57
C -2.46495 1.49909 2.54395 -1.00
P -2.02319 1.45751 0.75074 2.21
C -2.60556 3.15846 0.34088 0.47
C -1.67592 4.17093 0.60424 -0.93
C -1.99884 5.50315 0.40096 -0.62
C -3.25864 5.85090 -0.07493 -0.57
C -4.18867 4.85488 -0.33238 -0.63
C -3.86619 3.51773 -0.12320 -0.58
C -3.33941 0.37937 0.06819 0.00
C -3.68930 0.46430 -1.28199 -0.17
C -4.57179 -0.44613 -1.84293 -0.73
C -5.09399 -1.47912 -1.07270 -0.54
C -4.72093 -1.59548 0.25965 -0.82
C -3.85272 -0.67241 0.82926 -0.84
H -2.14074 2.48223 2.89144 0.61
H -3.52999 1.37597 2.73417 0.49
H -0.68800 3.88798 0.95872 0.31
H -1.26210 6.27088 0.60538 0.44
H -3.51262 6.89094 -0.24298 0.37
H -5.17666 5.11654 -0.69414 0.40
H -4.60736 2.75407 -0.32372 0.34
H -3.22946 1.22928 -1.89947 0.40
H -4.83657 -0.36272 -2.89048 0.38
H -5.77813 -2.19542 -1.51261 0.35
H -5.10534 -2.40966 0.86254 0.44
H -3.55875 -0.78787 1.86777 0.21
C 3.14528 0.67810 -3.93121 -0.80
C 3.50248 0.81111 -2.57144 -0.62
C 2.64151 0.40086 -1.59323 -0.62
C 1.38336 -0.18011 -1.90004 1.06
C 0.47324 -0.60604 -0.87938 0.29
C -0.66280 -1.26843 -1.27064 -0.15
C -0.97521 -1.48412 -2.63481 -1.02
C -0.15204 -1.01623 -3.61331 -1.46
C 1.05606 -0.35737 -3.27060 1.50
C 1.95024 0.10706 -4.26779 -1.01
H 3.82387 1.02158 -4.70452 0.36
H 4.45936 1.24304 -2.30354 0.46
H 2.92218 0.49673 -0.55214 0.41
H -1.34257 -1.65276 -0.51777 0.92
H -1.88563 -2.01611 -2.89478 0.49
H -0.39484 -1.15513 -4.66272 0.26
H 1.66785 -0.00634 -5.31041 0.36
C 0.56383 -2.07706 4.32861 -1.46
C 0.47963 -2.84308 3.01215 0.84
C -0.62620 -3.89525 3.10912 -1.22
O 0.22699 -2.06075 1.88136 -0.09
H 0.87946 -2.75666 5.12776 0.46
H -0.40373 -1.63947 4.57535 0.28
H 1.28603 -1.26618 4.26574 0.19
H 1.43435 -3.37532 2.86625 -0.02
H -1.58544 -3.38566 3.23897 0.20
H -0.46071 -4.56566 3.96048 0.42
H -0.66290 -4.48738 2.19278 0.04
S 0.50869 -4.27864 -0.47505 -0.20
C -0.44966 -5.57559 -0.75401 0.17
N 0.05524 -6.87188 -0.76731 -0.04
C -0.66481 -7.99500 -1.02545 -0.26
C -1.98981 -7.92442 -1.27507 -0.63
C -2.60465 -6.63219 -1.23360 -0.24
C -1.87809 -5.52034 -0.98339 -0.62
H 1.04419 -6.92523 -0.56984 0.22
H -0.11490 -8.92585 -1.01551 0.36
H -2.55949 -8.81715 -1.48345 0.36
H -3.67228 -6.55200 -1.40021 0.39
H -2.32938 -4.53878 -0.93723 0.44
F 3.65280 -1.62993 3.92169 -0.44
Te 4.33836 -1.22566 2.24557 2.22
F 5.45556 -0.98253 0.77683 -0.45
F 3.96910 -2.95206 1.68130 -0.44
F 5.88334 -2.04541 2.95572 -0.39
F 5.09292 0.30217 3.01229 -0.45
O 2.94592 -0.39173 1.51028 -0.95
```

Results
LUMO energy (eV): 3.727
Kohn-Sham gap (eV): 6.3
Total charge: -2


7.
Computed, not measured: one molecule with the formula C4H4Cl2OS at a distorted geometry, with ωB97M-V/def2-TZVPD.

The geometry in XYZ format:
```
12
Properties=species:S:1:pos:R:3:nbo_charge:R:1
S -0.16625 -0.19436 2.72070 0.12
C 0.05806 0.21178 1.13835 -0.11
C 1.24164 1.08418 0.46582 -0.35
Cl 1.94448 0.01464 -0.84012 -0.04
Cl 0.77864 2.53119 -0.05497 0.12
C -0.93468 -0.08153 -0.00326 -0.06
C -0.72166 -1.25123 -0.96545 -0.07
O -0.59073 0.10541 -1.36832 -0.48
H 2.12784 1.21845 1.17981 0.25
H -2.12625 -0.15565 0.15283 0.24
H 0.08613 -1.82683 -1.08738 0.19
H -1.69721 -1.65604 -1.33802 0.18
```

Results
LUMO energy (eV): -0.992
Kohn-Sham gap (eV): 8.3
SMILES: S=C(C(Cl)Cl)[C@@H]1CO1


8.
Computed, not measured: a 2-piece molecular cluster, C9H11O3 overall at a distorted geometry, with ωB97M-V/def2-TZVPD.

The geometry in XYZ format:
```
23
Properties=species:S:1:pos:R:3:nbo_charge:R:1
C -1.85586 0.93779 0.99695 -0.77
C -2.13513 1.26985 2.57384 0.79
O -2.71140 0.29569 3.12740 -0.83
O -1.89945 2.43022 2.95450 -0.81
H -2.53359 0.10311 0.84594 0.20
H -0.81943 0.62214 0.86518 0.23
H -2.05970 1.87958 0.50099 0.18
C 0.04849 -2.39022 -1.96488 -0.62
C 0.73958 -0.00540 -1.87647 -0.41
C 0.51819 -1.17791 -1.16154 -0.06
C 1.18760 1.16353 -1.10053 -0.42
C 1.57345 0.92866 0.20086 0.30
C 1.10010 -1.45643 0.07594 -0.31
C 1.72939 -0.34801 0.74516 -0.45
O 1.75013 2.01757 1.07648 -0.73
H 0.48825 0.08096 -2.92587 0.16
H 0.86997 2.16294 -1.40145 0.16
H 0.70019 -2.72924 -2.77996 0.17
H -0.93827 -2.34386 -2.45967 0.17
H 0.97285 -2.44880 0.49402 0.18
H 1.01925 2.59414 0.82710 0.47
H 2.36116 -0.38987 1.62554 0.18
H -0.10578 -3.19643 -1.23953 0.19
```

Results
LUMO energy (spin up / spin down) (eV): 6.074 / 5.996
Kohn-Sham gap (spin up / spin down) (eV): 3.1 / 6.8
<S²>: 0.76
Multiplicity: 2
Total charge: -2